This record from OMol25 describes 2 unconnected molecules or ions with the total composition C5H11N. The level of theory is ωB97M-V with the def2-TZVPD basis set.

Calculated values
HOMO, Eh: -0.2990
LUMO, eV: 1.1660
Relative energy (zero: lowest compared OMol25 entry of this formula, charge and spin), eV: 4.021
Strongest force on any atom, Eh/bohr: 0.0074
SMILES: CCN1C=C1.C
Gap between HOMO and LUMO, eV: 9.3

Each atom is followed by the atoms it is bonded to, with distances in Å.
Atoms and positions in Å:
1 C -1.78 1.06 -0.28  C2 1.524, H6 1.095, H7 1.096, H8 1.097
2 C -1.60 -0.45 -0.24  C1 1.524, N3 1.466, H9 1.101, H10 1.093
3 N -0.22 -0.79 0.15  C2 1.466, C4 1.489, C5 1.471
4 C -0.02 -1.59 1.40  N3 1.489, C5 1.278, H11 1.077
5 C 0.21 -0.33 1.48  N3 1.471, C4 1.278, H12 1.075
6 H -2.67 1.33 -0.86  C1 1.095
7 H -1.89 1.46 0.74  C1 1.096
8 H -0.92 1.54 -0.75  C1 1.097
9 H -2.35 -0.91 0.42  C2 1.101
10 H -1.69 -0.87 -1.24  C2 1.093
11 H 0.11 -2.62 1.68  C4 1.077
12 H 0.71 0.55 1.85  C5 1.075
13 C 2.45 0.31 -0.89  H14 1.090, H15 1.091, H16 1.093, H17 1.091
14 H 1.92 -0.59 -0.56  C13 1.090
15 H 3.32 0.53 -0.27  C13 1.091
16 H 1.74 1.14 -0.83  C13 1.093
17 H 2.77 0.20 -1.92  C13 1.091

Löwdin population analysis, charges in e, atoms 1 to 5: -0.1025 -0.2881 -0.1319 -0.0150 -0.0579